[1]
Density functional theory data (ωB97M-V/def2-TZVPD) for C18H22AsN2O7ReSSi as an isolated structure.

Geometry as ORCA input:
```
! wB97M-V def2-TZVPD RIJCOSX def2/J DEFGRID3
* xyz 1 2
Re -0.62002 0.45124 0.33233
O -0.48602 3.69191 2.52620
C -0.81264 2.93466 1.68198
O -0.30350 1.62591 1.70756
C -1.76695 3.27108 0.57852
C -2.64041 4.31417 0.86184
C -3.58335 4.67883 -0.06496
C -3.70348 4.04872 -1.28155
C -2.83610 3.01566 -1.55504
C -1.83667 2.63563 -0.67071
O -0.89441 1.72284 -1.03131
N -2.97982 2.28949 -2.82859
O -2.80498 1.08539 -2.78989
O -3.36395 2.91903 -3.78798
N -4.51650 5.78566 0.26205
O -4.41167 6.28602 1.36077
O -5.32718 6.09335 -0.58491
H -2.58398 4.83088 1.81124
H -4.45551 4.34851 -1.99662
C 1.67628 -0.57417 -2.00369
Si 1.72236 0.25276 -0.32056
C 2.39145 1.97505 -0.49993
C 2.72499 -0.75232 0.88143
C 3.90457 -1.37224 0.45450
C 4.65251 -2.16216 1.31919
C 4.23294 -2.34089 2.63292
C 3.07195 -1.72066 3.07853
C 2.32650 -0.93468 2.20784
H 2.57340 -0.30796 -2.57719
H 0.81781 -0.23576 -2.59380
H 1.65478 -1.66017 -1.93450
H 3.46369 1.90289 -0.71455
H 2.28551 2.54339 0.42742
H 1.90963 2.52212 -1.31350
H 4.25127 -1.24739 -0.57112
H 5.56414 -2.63307 0.96995
H 4.81595 -2.95395 3.31042
H 2.75054 -1.83989 4.10716
H 1.43060 -0.45568 2.58622
C -1.57181 -4.80760 0.82693
As -0.71790 -3.40400 -0.15387
C -1.14045 -3.64504 -2.00672
C 1.16320 -3.55147 0.14873
S -1.69783 -1.58968 0.60159
H -1.22351 -5.76546 0.44814
H -2.64497 -4.72404 0.69671
H -1.31808 -4.70623 1.87748
H -0.90494 -4.66615 -2.29760
H -0.56755 -2.94511 -2.60522
H -2.20005 -3.45352 -2.13637
H 1.45613 -4.54405 -0.19765
H 1.36719 -3.44627 1.21204
H 1.70683 -2.78560 -0.39188
*
```

## Properties
HOMO (spin up / spin down), eV: -12.06 / -11.75
Relative energy (zero: lowest compared OMol25 entry of this formula, charge and spin), kJ/mol: 0.0
Frontier orbital gap (spin up / spin down), eV: 7.542 / 7.373
⟨S²⟩: 0.755

Here are the Mulliken charges for atoms 1 to 5, given in e: 0.734 -0.486 0.587 -0.633 1.142

[2]
Density functional theory data (ωB97M-V/def2-TZVPD) for a 2-piece molecular cluster, C20H40ClNO4 overall.

Geometry as ORCA input:
```
! wB97M-V def2-TZVPD RIJCOSX def2/J DEFGRID3
* xyz 0 1
C -2.10607 4.38971 4.98648
C -2.92412 3.78754 3.73632
C -2.69162 4.71063 2.43125
C -1.45548 4.21889 1.51907
C -0.87414 5.53142 0.74487
C -0.66702 5.27378 -0.83320
C 0.68376 4.36698 -1.00925
C 0.22933 3.01683 -1.76991
C 1.24319 1.80212 -1.34797
C 1.38958 0.86948 -2.66689
C 1.11083 -0.68498 -2.25438
C 2.43690 -1.18149 -1.48574
C 2.60494 -2.80693 -1.42754
C 4.04190 -3.08471 -0.78340
O 5.18391 -3.35499 -1.62503
C 6.24402 -3.44683 -0.63461
O 7.40379 -3.07896 -0.84938
O 5.65732 -3.98341 0.57963
C 4.24251 -4.25756 0.27858
Cl 4.37906 -5.98987 -0.38557
H -2.80027 5.15829 5.50102
H -1.14163 4.92891 4.70071
H -1.91922 3.57768 5.78236
H -4.04501 3.79515 4.01962
H -2.62367 2.70132 3.49789
H -3.67994 4.73412 1.84150
H -2.43981 5.76791 2.82774
H -0.56449 3.82994 2.14616
H -1.82771 3.41028 0.79850
H 0.09095 5.91583 1.23986
H -1.66649 6.34871 0.86464
H -0.56680 6.24047 -1.43595
H -1.57862 4.64572 -1.16669
H 1.43137 4.95812 -1.64949
H 1.18636 4.15190 0.00684
H -0.81388 2.64640 -1.43764
H 0.27164 3.24589 -2.88940
H 2.23290 2.22343 -0.97002
H 0.75197 1.24065 -0.46314
H 2.49034 0.97165 -3.00663
H 0.72808 1.22624 -3.52263
H 0.86828 -1.25257 -3.21341
H 0.25054 -0.73460 -1.48523
H 2.50490 -0.80446 -0.39418
H 3.39487 -0.77525 -1.99416
H 1.75462 -3.22939 -0.78386
H 2.45756 -3.22472 -2.48088
H 4.24383 -2.09685 -0.21809
H 3.56258 -4.11377 1.19878
C -1.18391 -5.16719 -1.03679
C -1.23538 -4.27761 0.20186
C -2.62058 -4.24759 0.87947
O -3.58060 -3.43466 0.21241
C -4.23418 -4.06891 -0.87485
N -0.78217 -2.92824 -0.16126
H -1.67401 -4.71370 -1.90049
H -0.14544 -5.35701 -1.32459
H -1.65608 -6.13469 -0.84450
H -0.52605 -4.69342 0.92628
H -2.49858 -3.80033 1.87186
H -3.01245 -5.25884 1.04188
H -4.39249 -5.13613 -0.69538
H -3.66818 -3.91706 -1.79586
H -5.20852 -3.59247 -1.00611
H -0.73248 -2.36317 0.68536
H -1.53480 -2.49364 -0.69683
*
```

## Properties
HOMO, eV: -9.68
Frontier orbital gap, eV: 10.051
SMILES: CCCCCCCCCCCCC[C@@H]1OC(=O)O[C@@H]1Cl.COC[C@@H](C)N

Here are the Mulliken charges for atoms 1 to 5, given in e: -1.021 -0.433 -0.811 -0.154 -0.925

[3]
Density functional theory data (ωB97M-V/def2-TZVPD) for a 2-piece molecular cluster, C6H13FN5 overall.

Geometry as ORCA input:
```
! wB97M-V def2-TZVPD RIJCOSX def2/J DEFGRID3
* xyz 1 3
C -1.36808 0.95346 1.85254
C -1.96997 0.74524 -0.37365
C 0.42634 0.93684 0.08294
C 2.41505 -1.61244 -0.09146
C -0.02268 -2.00952 -0.28403
C 1.17761 -1.71679 -0.85241
N -2.26948 0.70450 0.86130
N 0.01727 0.81820 1.30827
N -0.57721 0.81924 -0.78637
N -2.81824 0.79255 -1.37920
N 1.63395 1.35578 -0.20779
F 0.95663 1.25958 2.32074
H -1.39550 1.96362 2.19193
H 2.77911 -2.62614 -0.04087
H 2.18961 -1.37844 0.90678
H 3.07560 -0.85764 -0.51750
H -1.01355 -2.12260 -0.75162
H -1.57949 0.32135 2.61085
H -0.15171 -2.08978 0.76375
H 1.21886 -1.45723 -1.83825
H -0.28216 0.51711 -1.77553
H -3.77339 1.10504 -1.07709
H -2.82693 0.21393 -2.21687
H 1.81612 1.60399 -1.14248
H 2.34224 1.76016 0.43599
*
```

## Properties
HOMO (spin up / spin down), eV: -8.96 / -13.58
Relative energy (zero: lowest compared OMol25 entry of this formula, charge and spin), kJ/mol: 98.4
Frontier orbital gap (spin up / spin down), eV: 5.925 / 8.187
⟨S²⟩: 2.005

Here are the Mulliken charges for atoms 1 to 5, given in e: -0.331 0.430 0.253 -1.126 -0.929

[4]
Density functional theory data (ωB97M-V/def2-TZVPD) for C4H10NO as an isolated structure.

Geometry as ORCA input:
```
! wB97M-V def2-TZVPD RIJCOSX def2/J DEFGRID3
* xyz 1 1
C 1.91176 0.17016 0.55335
C 2.74673 0.88258 1.57899
C -0.25042 1.02735 -0.45533
C -3.35138 -1.38259 -0.01773
N 0.80472 0.58128 0.06168
O -2.46376 -0.71919 -0.44164
H 2.20342 -0.80368 0.13189
H 3.60022 1.41884 1.25703
H 3.26065 0.14965 2.26177
H 2.22368 1.50780 2.20046
H -0.03704 1.74419 -1.29317
H -1.33431 -0.89885 -3.19364
H -1.10792 0.45791 -0.30544
H -3.39608 -1.54490 1.01875
H -3.96939 -2.14080 -0.60275
H -0.84088 -0.44976 -2.75423
*
```

## Properties
HOMO, eV: -13.89
Relative energy (zero: lowest compared OMol25 entry of this formula, charge and spin), kJ/mol: 412.5
Frontier orbital gap, eV: 9.051

Here are the Mulliken charges for atoms 1 to 5, given in e: 0.206 -1.058 -0.349 -0.084 0.050